Record 1
Below is a structure of composition C17H21Br51ClNOP in a non-equilibrium geometry, with properties calculated with the ωB97M-V functional and the def2-TZVPD basis.

## Properties
Total charge: +1
Multiplicity: 1
Frontier orbital gap in eV: 8.43
LUMO level in hartree: -0.10891

```
93
Properties=species:S:1:pos:R:3:mulliken_charge:R:1
Br 7.2286 0.6548 -2.1278 -0.04
P 0.2386 3.0100 1.9795 0.46
Br 4.7667 -1.5685 7.4862 0.06
Br 1.7065 -0.1331 -1.1632 0.17
H -5.4751 -3.3121 -0.4397 -0.59
Br -2.2707 0.8749 6.6509 -0.04
H 0.3117 -0.8773 -3.0575 -0.17
C 4.9569 4.7050 -5.8177 -0.38
Br 5.2621 -4.1600 1.7661 -0.02
H 6.3806 -6.3637 1.8064 0.35
Br -4.7555 6.8672 -2.2006 0.05
Br -0.1795 3.4713 -4.6030 -0.07
H -4.6085 8.0964 -5.0969 0.02
Br 4.9319 -3.2557 -5.5527 -0.05
H -3.4458 2.1119 2.0095 -0.21
Br 3.1618 -1.6877 -7.6668 -0.03
Br 1.8187 -2.8029 -4.9617 -0.03
Br -6.1742 7.3806 0.6077 0.00
Br -5.4301 0.5972 6.4114 -0.02
O -0.9602 2.0071 1.5850 -0.17
Br -4.0519 -3.1639 2.1226 0.03
Br -7.3869 -8.6587 3.4012 -0.01
H 4.3570 5.1690 -5.0508 0.37
Br -7.4367 -3.4551 -1.9410 -0.01
Br 7.2518 -2.0839 10.5106 -0.03
Br -1.0072 0.7551 -11.8019 0.00
Br -4.3662 3.4360 3.8731 -0.02
Br 4.0370 1.1377 4.1430 -0.02
Br -5.9855 -4.3783 4.3508 0.00
H 5.8272 2.4426 3.0375 0.43
Br -5.4052 0.7150 2.5554 0.07
Br 3.9237 -2.9643 4.7602 0.13
N 1.7244 2.2913 1.1776 0.10
C -4.4588 2.3692 2.2708 0.25
H 0.7146 2.4906 -6.6845 0.37
H 1.5493 1.4819 0.5707 -0.12
H -0.8647 1.5678 0.7220 0.20
Br 1.8459 -1.0772 6.3286 -0.03
Br -3.0589 6.7220 0.4871 0.01
Br 8.1528 -4.9779 2.8247 0.00
C -7.1059 -8.0129 5.1957 0.31
C -3.7334 -0.2312 6.0486 -0.07
Br 4.5545 -3.7763 10.6313 -0.02
C 5.5860 1.3914 3.0028 -0.47
Br 5.5756 -6.3227 4.1312 -0.01
H 2.9527 -3.1788 7.0096 0.35
Br -5.5382 -8.7975 5.9954 0.00
C 6.3441 -5.5701 2.5359 -0.35
Br -2.4433 -2.0328 -11.2202 -0.01
Br 0.0951 -1.1567 -9.5034 0.07
H -2.1128 -0.0719 -9.7537 0.26
C 3.3185 -2.3209 6.4665 -0.43
C -4.5507 7.5506 -0.4101 -0.41
Br 6.5807 4.0878 -4.9817 -0.02
Br -4.5093 -4.6824 -2.2536 -0.03
Br -5.6874 9.3243 -6.9490 0.00
C 3.1752 -3.0630 -6.3194 -0.29
Br 7.1055 0.4269 3.6668 0.00
C -5.8502 -3.7259 2.5455 -0.44
Br 5.3098 6.0438 -7.1540 -0.03
H -6.0892 -4.5505 1.8901 0.41
Br 5.2220 0.9809 1.1392 0.12
Br -8.6681 -8.2646 6.2934 0.00
Br -3.8669 10.3893 -4.5603 -0.01
Cl 0.0042 4.6484 0.7445 -0.21
C -1.4639 -0.5561 -10.4671 -0.31
Br 4.3195 1.5306 -3.1088 0.02
C -4.2642 8.9050 -5.7222 -0.05
Br -2.6888 8.2829 -6.6425 0.00
Br 4.9106 -1.5061 -2.3568 -0.04
H -4.3302 8.6036 -0.4911 0.37
H -6.9305 -6.9512 5.1284 -0.32
Br 7.3557 -5.2666 10.3441 0.00
Br -0.6212 -2.3119 -1.2709 0.05
C -5.5706 -3.2549 -1.5129 0.62
H 5.9190 -0.0745 -4.0990 0.40
H -3.6470 -0.3184 4.9753 0.14
Br 3.9273 3.2384 -6.5364 0.01
Br -3.6275 -2.0114 6.7757 -0.04
C 6.4313 -3.7390 11.0654 -0.31
H 2.1785 3.0173 0.6225 0.43
H 2.9452 -3.9923 -6.8168 0.34
Br -7.1301 -2.3291 2.1970 -0.03
Br 1.5764 0.8421 -5.0524 0.30
C 0.2637 2.0366 -5.8145 -0.43
Br -1.3095 1.0910 -6.3956 -0.02
Br -5.1788 3.3599 0.7848 0.00
Br -4.9047 -1.5220 -2.0308 0.02
Br -1.2515 0.7241 -2.0077 -0.02
C 0.0654 -0.6811 -2.0230 0.03
H 6.5122 -3.7916 12.1395 0.35
H 2.3829 2.0357 1.9256 0.08
C 5.6368 0.1197 -3.0740 -0.32
```



Record 2
Below is a structure of composition C17H18N8O3RhS, with properties calculated with the ωB97M-V functional and the def2-TZVPD basis.

## Properties
Multiplicity: 2
ΔE to the lowest compared entry with this formula, charge and spin in kcal per mole: 0.0
Frontier orbital gap (alpha / beta) in eV: 7.58 / 7.75
LUMO level (alpha / beta) in hartree: 0.00510 / 0.00510

```
48
Properties=species:S:1:pos:R:3:nbo_charge:R:1
C 1.2981 4.5201 -2.1125 0.03
C 2.1248 4.6538 0.1846 -0.25
N -3.4308 -2.1726 0.5927 0.00
S -1.9675 -4.3375 0.0740 -0.09
N 0.5432 -3.4647 2.1666 -0.64
H 3.4818 1.0340 -1.4848 0.25
H 2.1060 -4.8032 2.2009 0.37
O -2.2935 -1.4624 0.5840 -0.59
H -6.7958 -3.9717 0.6404 0.22
H -4.3939 -0.4073 0.9421 0.23
C 1.5988 5.9252 0.2310 -0.19
C 1.7244 -0.9004 -1.8504 -0.68
C 1.4787 1.0877 1.2031 -0.10
O 1.1138 -3.4564 -0.4395 -0.75
Rh -0.5768 -2.5230 0.3041 0.84
H -0.1645 -3.9088 2.7382 0.38
C 2.9540 1.6436 -0.7567 -0.04
N 2.0112 0.8154 -0.0418 -0.35
C 1.9568 3.9620 -1.0175 0.15
H 1.7766 1.9455 1.7792 0.22
C -5.8452 -3.4565 0.6236 -0.17
H 1.0651 -2.7950 2.7237 0.36
N 1.3730 -4.4537 1.6012 -0.52
C -5.7846 -2.0700 0.8231 -0.27
H -0.0426 -0.0617 2.3023 0.23
N 1.3056 3.6001 -3.1404 -0.20
N 1.9098 2.5522 -2.7412 -0.01
C 0.5910 0.0954 1.4471 -0.06
C 1.4262 -0.3183 -0.5168 0.44
H -4.6930 -5.2203 0.2458 0.24
H -6.6717 -1.4781 0.9901 0.23
C 0.7709 5.8124 -2.0508 -0.17
C -4.5651 -1.4633 0.8013 0.03
H 1.5906 -0.1517 -2.6321 0.24
O 2.8409 -4.8323 -0.0683 -0.69
C 0.9296 6.4985 -0.8699 -0.23
N 0.5765 -0.7747 0.3787 -0.49
C 1.8346 -4.2362 0.2789 0.87
H 1.7021 6.5051 1.1387 0.22
N 2.3308 2.7294 -1.4640 -0.22
H 0.2628 6.2423 -2.9028 0.23
C -4.6882 -4.1518 0.4078 -0.23
H 3.6710 2.0545 -0.0476 0.22
C -3.4343 -3.5073 0.3803 0.02
H 2.6411 4.2275 1.0344 0.21
H 2.7484 -1.2771 -1.8880 0.24
H 1.0723 -1.7511 -2.0178 0.28
H 0.5372 7.5019 -0.7754 0.22
```



Question: Which formula does entry 2 have?
Answer: C17H18N8O3RhS